Record 1
Formula: C47H40AuN2OP2
Source: the Open Molecules 2025 dataset
Level of theory: the ωB97M-V functional and the def2-TZVPD basis

Geometry as XYZ:
```
93
Properties=species:S:1:pos:R:3
Au -0.965 0.208 -0.062
C 0.664 -0.783 2.894
N 1.700 -1.283 2.018
C 2.295 -0.301 1.150
P 1.331 -0.166 -0.414
C 2.302 0.913 -1.485
C 3.501 1.464 -1.036
C 4.265 2.258 -1.883
C 3.839 2.497 -3.179
C 2.655 1.932 -3.640
C 1.893 1.147 -2.797
C 1.477 -1.824 -1.135
C 0.830 -2.909 -0.544
C 0.971 -4.182 -1.068
C 1.750 -4.386 -2.198
C 2.392 -3.313 -2.796
C 2.260 -2.036 -2.271
C 2.555 -2.286 2.578
C 2.008 -3.537 2.845
C 2.792 -4.531 3.407
C 4.130 -4.292 3.689
C 4.675 -3.046 3.420
C 3.889 -2.039 2.876
P -0.977 -0.800 2.077
C -1.977 0.369 3.027
C -3.290 0.054 3.368
C -4.090 0.995 3.998
C -3.585 2.253 4.288
C -2.281 2.579 3.939
C -1.480 1.646 3.304
C -1.678 -2.434 2.330
C -1.709 -2.993 3.609
C -2.236 -4.259 3.793
C -2.739 -4.966 2.706
C -2.728 -4.405 1.438
C -2.199 -3.136 1.247
H 0.873 0.236 3.243
H 0.601 -1.416 3.781
H 3.272 -0.670 0.835
H 2.426 0.685 1.615
H 3.856 1.295 -0.030
H 5.189 2.688 -1.524
H 4.429 3.122 -3.835
H 2.325 2.113 -4.653
H 0.974 0.705 -3.154
H 0.224 -2.769 0.337
H 0.468 -5.014 -0.593
H 1.856 -5.380 -2.611
H 3.003 -3.465 -3.676
H 2.780 -1.217 -2.746
H 0.968 -3.729 2.607
H 2.359 -5.501 3.611
H 4.744 -5.072 4.116
H 5.714 -2.848 3.646
H 4.321 -1.062 2.698
H -3.697 -0.923 3.138
H -5.112 0.747 4.246
H -4.211 2.987 4.777
H -1.891 3.564 4.155
H -0.476 1.930 3.015
H -1.335 -2.439 4.463
H -2.262 -4.693 4.783
H -3.153 -5.954 2.854
H -3.140 -4.948 0.598
H -2.215 -2.681 0.263
C 0.424 6.419 -3.361
C -0.778 5.754 -3.558
C -1.043 4.561 -2.904
C -0.100 4.014 -2.031
C 1.099 4.702 -1.830
C 1.365 5.889 -2.492
C -0.243 2.737 -1.298
C -1.026 1.684 -1.544
C -2.035 1.618 -2.629
C -1.687 1.217 -3.915
C -2.623 1.223 -4.940
C -3.924 1.630 -4.691
C -4.283 2.036 -3.412
C -3.348 2.026 -2.390
H 0.621 7.350 -3.876
H -1.521 6.168 -4.226
H -1.987 4.068 -3.074
H 1.836 4.290 -1.150
H 2.303 6.402 -2.324
H 0.472 2.667 -0.480
H -0.672 0.915 -4.138
H -2.331 0.913 -5.935
H -4.654 1.635 -5.488
H -5.294 2.363 -3.208
H -3.628 2.369 -1.403
O -5.090 0.445 0.740
C -4.022 0.240 0.296
N -2.964 -0.029 -0.189
```

ΔE to the lowest compared entry with this formula, charge and spin = 0.494 eV
F_max = 1.062 eV/A
highest occupied orbital energy = -10.601 eV
gap between HOMO and LUMO = 7.3 eV
charge = +1



Record 2
Formula: C47H41AsCl5N2O3ReS5
Source: the Open Molecules 2025 dataset
Level of theory: the ωB97M-V functional and the def2-TZVPD basis

Geometry as XYZ:
```
105
Properties=species:S:1:pos:R:3
Re 0.841 -1.866 0.406
O 5.367 -4.517 4.867
C 4.621 -3.958 4.113
S 5.030 -3.564 2.435
C 3.519 -2.773 2.027
C 2.569 -2.719 3.001
S 1.057 -1.932 2.816
S 2.983 -3.448 4.541
S 3.323 -2.069 0.475
N 0.673 -1.871 -1.819
S -0.277 -2.282 -3.036
C -1.560 -0.993 -3.079
C -1.598 -0.259 -4.259
C -2.427 0.843 -4.360
C -3.241 1.193 -3.294
C -3.212 0.446 -2.128
C -2.349 -0.632 -2.003
C -1.071 -3.833 -2.522
C -0.327 -4.940 -2.908
C -0.679 -6.202 -2.467
C -1.781 -6.353 -1.638
C -2.545 -5.251 -1.297
C -2.202 -3.982 -1.739
H 1.627 -1.863 -2.169
H -0.960 -0.545 -5.084
H -2.429 1.433 -5.266
H -3.882 2.058 -3.360
H -3.855 0.706 -1.299
H -2.267 -1.156 -1.063
H 0.543 -4.801 -3.533
H -0.084 -7.056 -2.750
H -2.039 -7.328 -1.252
H -3.410 -5.379 -0.663
H -2.807 -3.135 -1.464
C -3.416 -1.622 1.709
C -1.906 -1.407 1.598
O -1.305 -0.835 2.498
O -1.386 -1.835 0.514
H -3.909 -0.686 1.442
H -3.658 -1.881 2.738
H -3.740 -2.414 1.039
C -0.603 5.088 -4.692
C -0.603 4.104 -3.560
C 0.315 3.073 -3.493
C 0.345 2.190 -2.421
C 1.349 1.087 -2.453
C -0.542 2.337 -1.354
As -0.623 1.245 0.368
N 0.916 0.254 0.520
C 1.922 0.763 1.327
C 3.231 0.918 0.848
C 4.228 1.420 1.659
C 3.964 1.776 2.971
C 2.678 1.621 3.463
C 1.674 1.125 2.658
C -0.236 2.847 1.523
C 0.779 3.774 1.287
C 1.681 3.720 0.094
C 0.989 4.825 2.176
C 0.211 4.994 3.304
C 0.465 6.109 4.274
C -0.818 4.090 3.519
C -1.048 3.032 2.654
C -2.182 2.103 2.959
C -1.519 3.333 -1.455
C -2.574 3.509 -0.406
C -1.533 4.199 -2.538
H 0.160 4.841 -5.427
H -0.406 6.092 -4.316
H -1.571 5.103 -5.191
H 1.039 2.954 -4.289
H 1.877 1.066 -3.405
H 0.841 0.138 -2.299
H 2.082 1.188 -1.656
H 3.465 0.627 -0.168
H 5.226 1.523 1.252
H 4.753 2.150 3.608
H 2.452 1.877 4.489
H 0.688 0.939 3.060
H 1.810 2.704 -0.254
H 2.663 4.117 0.345
H 1.269 4.314 -0.726
H 1.792 5.522 1.978
H 1.301 6.725 3.947
H 0.698 5.703 5.258
H -0.417 6.741 4.375
H -1.448 4.205 4.390
H -2.603 2.317 3.938
H -1.839 1.069 2.950
H -2.969 2.204 2.208
H -2.980 2.533 -0.124
H -3.380 4.146 -0.770
H -2.147 3.965 0.490
H -2.286 4.975 -2.582
Cl 2.653 -4.113 -1.685
C 1.661 -4.851 -0.479
C 0.813 -4.092 0.347
C 0.017 -4.893 1.187
Cl -1.124 -4.180 2.263
C 0.056 -6.285 1.208
Cl -1.004 -7.190 2.213
C 0.948 -6.971 0.399
Cl 1.005 -8.686 0.395
C 1.759 -6.237 -0.448
Cl 2.854 -7.070 -1.483
```

ΔE to the lowest compared entry with this formula, charge and spin = 0.000 eV
F_max = 2.172 eV/A
highest occupied orbital energy (alpha / beta) = -3.948 / -4.303 eV
gap between HOMO and LUMO (alpha / beta) = 5.9 / 6.2 eV
2S+1 = 4
charge = -1



Record 3
Formula: C47H41F15FeGeN8O4S
Source: the Open Molecules 2025 dataset
Level of theory: the ωB97M-V functional and the def2-TZVPD basis

Geometry as XYZ:
```
118
Properties=species:S:1:pos:R:3
Fe 0.555 0.447 0.754
N -0.028 0.558 2.785
N 0.803 1.193 3.778
C 1.702 2.091 3.168
N 2.652 2.714 3.969
N 1.590 2.194 1.875
N 2.239 3.063 1.124
O 1.930 3.038 -0.084
O 3.106 3.844 1.611
H -0.753 1.244 2.540
H -0.532 -0.210 3.226
H 1.292 0.494 4.337
H 2.283 3.147 4.806
H 3.145 3.384 3.361
C 7.283 -0.696 -0.958
C 6.862 0.498 -0.091
C 7.137 1.811 -0.833
C 7.711 0.490 1.183
C 5.374 0.382 0.192
C 4.858 0.149 1.489
C 3.495 0.082 1.659
N 2.601 0.191 0.690
C 3.073 0.396 -0.587
C 4.462 0.490 -0.824
C 2.073 0.532 -1.571
C 2.266 0.545 -2.970
C 1.202 0.655 -3.833
C -0.079 0.789 -3.264
C -0.208 0.762 -1.890
N 0.809 0.618 -1.072
C 1.420 0.624 -5.339
C 0.101 0.624 -6.117
C 2.187 -0.650 -5.716
C 2.229 1.860 -5.750
H 8.340 -0.630 -1.210
H 6.707 -0.724 -1.878
H 7.109 -1.628 -0.425
H 8.210 1.957 -0.959
H 6.730 2.647 -0.270
H 6.671 1.810 -1.813
H 8.765 0.583 0.919
H 7.581 -0.438 1.735
H 7.444 1.325 1.826
H 5.504 0.041 2.344
H 3.100 -0.080 2.653
H 4.785 0.680 -1.836
H 3.272 0.455 -3.348
H -0.964 0.915 -3.861
H -1.184 0.833 -1.431
H -0.518 -0.221 -5.827
H 0.303 0.550 -7.186
H -0.455 1.542 -5.943
H 1.619 -1.529 -5.420
H 3.153 -0.688 -5.221
H 2.356 -0.695 -6.791
H 1.689 2.764 -5.478
H 2.398 1.862 -6.826
H 3.190 1.877 -5.244
C 2.509 -3.120 0.620
C 1.086 -2.785 1.090
C 1.098 -2.484 2.586
C 0.557 -1.584 0.315
C 0.174 -3.956 0.742
C -0.428 -4.765 1.697
C -1.282 -5.793 1.330
C -1.561 -6.032 -0.001
C -0.953 -5.248 -0.965
C -0.094 -4.233 -0.596
H 3.170 -2.279 0.806
H 2.523 -3.337 -0.445
H 2.889 -3.995 1.149
H 1.652 -1.566 2.749
H 1.574 -3.290 3.142
H 0.080 -2.347 2.939
H 0.839 -1.660 -0.734
H -0.257 -4.595 2.747
H -1.736 -6.408 2.095
H -2.250 -6.817 -0.282
H -1.154 -5.426 -2.013
H 0.347 -3.623 -1.370
O -0.828 4.134 -0.061
N -0.409 3.005 -0.203
O -0.600 2.070 0.616
F -3.411 0.438 4.022
C -4.287 1.462 3.833
C -4.694 1.724 2.537
C -5.573 2.789 2.399
F -6.054 3.125 1.191
C -6.005 3.549 3.477
F -6.847 4.590 3.300
C -5.573 3.244 4.762
F -5.990 3.976 5.821
C -4.706 2.172 4.943
F -4.286 1.852 6.190
Ge -3.671 0.479 1.185
S -1.061 -1.119 0.553
C -5.205 -0.956 1.503
C -4.813 -2.278 1.635
F -3.503 -2.566 1.624
C -5.704 -3.329 1.801
F -5.273 -4.606 1.909
C -7.066 -3.066 1.869
F -7.956 -4.070 2.046
C -7.499 -1.750 1.766
F -8.822 -1.483 1.861
C -6.570 -0.736 1.573
F -7.049 0.517 1.455
C -4.624 1.218 -0.514
C -4.281 2.528 -0.804
F -3.534 3.173 0.104
C -4.675 3.186 -1.959
F -4.359 4.472 -2.200
C -5.427 2.490 -2.899
F -5.821 3.098 -4.041
C -5.757 1.164 -2.666
F -6.469 0.486 -3.596
C -5.350 0.554 -1.483
F -5.678 -0.744 -1.304
```

F_max = 3.700 eV/A
highest occupied orbital energy (alpha / beta) = -0.681 / -0.904 eV
gap between HOMO and LUMO (alpha / beta) = 4.1 / 4.4 eV
charge = -2



Record 4
Formula: C47H41N3O4W
Source: the Open Molecules 2025 dataset
Level of theory: the ωB97M-V functional and the def2-TZVPD basis

Geometry as XYZ:
```
96
Properties=species:S:1:pos:R:3
W -0.248 -0.014 0.334
O -0.154 -0.038 2.214
C 0.854 -0.210 3.219
C 1.887 0.937 2.948
C 2.617 0.943 1.630
C 4.030 1.027 1.685
C 4.818 0.846 0.571
C 4.197 0.516 -0.603
C 2.794 0.407 -0.671
C 2.206 -0.203 -1.957
C 0.935 0.575 -2.451
O -0.113 0.479 -1.486
C 1.234 2.025 -2.759
C 0.317 3.053 -2.720
C 0.602 4.362 -3.092
C 1.864 4.707 -3.541
C 2.837 3.716 -3.532
C 2.522 2.415 -3.124
C 0.392 -0.132 -3.758
C 1.083 -1.173 -4.384
C 0.637 -1.684 -5.589
C -0.417 -1.060 -6.247
C -1.069 0.026 -5.663
C -0.727 0.400 -4.380
N 2.002 0.579 0.443
C 1.264 -1.630 3.339
C 0.390 -2.558 3.958
C 0.848 -3.807 4.328
C 2.142 -4.265 4.075
C 2.893 -3.478 3.207
C 2.470 -2.158 2.925
C 0.198 0.305 4.566
C -0.855 1.254 4.599
C -1.401 1.726 5.810
C -0.982 1.220 7.025
C 0.093 0.326 7.000
C 0.630 -0.183 5.802
H 2.686 0.986 3.737
H 1.289 1.854 3.087
H 4.498 1.170 2.667
H 5.875 0.809 0.659
H 4.751 0.295 -1.491
H 2.021 -1.262 -1.782
H 3.070 -0.085 -2.662
H -0.712 2.826 -2.432
H -0.170 5.096 -3.053
H 2.075 5.731 -3.845
H 3.856 3.945 -3.859
H 3.307 1.706 -3.217
H 1.870 -1.628 -3.841
H 1.096 -2.571 -6.038
H -0.841 -1.453 -7.178
H -1.891 0.575 -6.125
H -1.351 1.100 -3.801
H -0.636 -2.349 4.240
H 0.125 -4.390 4.897
H 2.500 -5.193 4.493
H 3.827 -3.835 2.776
H 3.218 -1.557 2.416
H -1.305 1.650 3.694
H -2.260 2.397 5.756
H -1.519 1.518 7.924
H 0.543 -0.021 7.909
H 1.378 -0.973 5.854
C -3.664 -0.623 -0.268
N -2.603 0.384 -0.165
C -3.052 1.566 0.176
C -2.089 2.568 0.539
C -2.231 3.919 0.914
C -0.980 4.409 1.207
C -0.090 3.381 1.038
N -0.753 2.250 0.623
C -3.958 -1.255 -1.627
C -5.309 -1.399 -1.973
C -5.734 -2.141 -3.072
C -4.797 -2.725 -3.944
C -3.446 -2.625 -3.603
C -3.039 -1.860 -2.515
H -4.623 -0.158 0.047
H -3.435 -1.434 0.435
H -4.105 1.833 0.070
H -3.171 4.411 1.038
H -0.726 5.412 1.578
H 0.990 3.490 1.080
H -6.095 -0.891 -1.353
H -6.786 -2.305 -3.271
H -5.094 -3.216 -4.866
H -2.710 -3.125 -4.222
H -1.971 -1.655 -2.394
C -0.063 -4.046 -0.109
C -0.166 -2.601 0.143
O 0.873 -1.861 0.145
O -1.261 -2.015 0.416
H 0.981 -4.407 0.118
H -0.179 -4.306 -1.198
H -0.804 -4.569 0.511
```

F_max = 3.641 eV/A
highest occupied orbital energy (alpha / beta) = -13.436 / -13.436 eV
gap between HOMO and LUMO (alpha / beta) = 5.2 / 5.2 eV
charge = +2



| no. | E_tot (hartree) |
| --- | --- |
| 1 | -2817.9622 |
| 2 | -8756.9022 |
| 3 | -7791.1149 |
| 4 | -2347.4182 |